1.
DFT (the ωB97M-V functional and the def2-TZVPD basis) results for a structure of composition C35H25Br3Cl2HgN6O5.

Calculated values
Expectation value of S² = 0.772
Multiplicity = 2
Kohn-Sham gap (alpha / beta) = 5.45 / 7.44 eV
Energy = -10849.5168 Ha
Largest force on an atom = 0.704 eV Å⁻¹
E_HOMO (alpha / beta) = -3.3 / -5.4 eV
ΔE to the lowest compared entry with this formula, charge and spin = 12.0 kcal/mol
Net charge = -1

Each line ends with the Löwdin spin population.
Atoms and positions in Å:
Hg -0.4398 -0.6448 -0.1415  0.004
Br 5.9040 -0.3425 2.5800  0.005
C 4.1786 -0.3916 1.7845  0.054
C 3.3686 0.7588 1.8551  0.120
C 2.1111 0.6520 1.3037  0.008
N 1.6466 -0.4481 0.7100  0.138
C 2.4492 -1.5622 0.5969  0.138
C 3.7494 -1.5285 1.1782  0.049
C 1.9478 -2.6967 -0.1045  0.115
C 2.7532 -3.8309 -0.4088  0.056
C 2.2194 -4.8460 -1.1396  0.041
Br 3.2890 -6.3524 -1.5768  0.003
C 0.8903 -4.8060 -1.5935  0.117
C 0.1658 -3.6867 -1.2469  0.004
N 0.6450 -2.6730 -0.5304  0.126
H 3.7079 1.6719 2.3187  0.010
H 1.4245 1.4900 1.3364  -0.002
H 4.3877 -2.3980 1.1528  0.002
H 3.7803 -3.8788 -0.0828  0.002
H 0.4600 -5.5992 -2.1844  0.009
H -0.8669 -3.5937 -1.5668  -0.002
N -1.0297 -1.6918 2.3249  0.001
C -2.4622 -1.4227 2.4631  0.000
C -2.8975 -0.1611 1.7031  0.000
O -3.7304 0.5635 2.2374  0.000
O -2.3850 0.0290 0.5443  0.000
H -0.7923 -2.6394 2.5835  0.000
H -0.4854 -1.0681 2.9073  0.000
H -2.7994 -1.3102 3.4950  0.000
H -3.0082 -2.2559 2.0148  0.000
C -1.2486 2.0237 3.5364  0.000
O -0.8485 2.1732 2.1862  0.000
C -1.6532 2.9315 1.3920  0.000
C -2.6806 3.7229 1.8612  0.000
C -3.4419 4.4445 0.9516  0.000
Br -4.8359 5.5528 1.6163  0.000
C -3.2179 4.3716 -0.3976  0.000
C -2.1846 3.5575 -0.8769  0.000
C -1.3802 2.8640 0.0201  0.000
O -0.3014 2.1089 -0.3303  0.000
C -1.9993 3.5004 -2.3371  0.000
N -2.1900 4.5336 -3.1192  0.000
C -1.9443 4.0688 -4.3967  0.000
C -1.9942 4.7373 -5.6198  0.000
C -1.6955 4.0191 -6.7618  0.000
C -1.3552 2.6580 -6.7031  0.000
C -1.2997 1.9792 -5.5007  0.000
C -1.5934 2.7111 -4.3539  0.000
N -1.6297 2.3715 -3.0207  0.000
H -2.2759 1.6556 3.5971  0.000
H -1.1602 2.9658 4.0852  0.000
H -0.5652 1.2981 3.9734  0.000
H -2.9115 3.7729 2.9135  0.000
H -3.8191 4.9189 -1.1081  0.000
H -0.1446 2.1096 -1.2909  0.000
H -2.2590 5.7862 -5.6609  0.000
H -1.7255 4.5140 -7.7250  0.000
H -1.1306 2.1304 -7.6217  0.000
H -1.0524 0.9274 -5.4520  0.000
H -1.5094 1.4182 -2.6735  0.000
Cl -1.4191 -2.7284 -4.3207  0.000
C 0.0279 -1.7951 -4.0791  0.000
C 1.1868 -2.1714 -4.7759  0.000
C 2.3544 -1.4935 -4.5931  0.000
Cl 3.7965 -2.0375 -5.4118  0.000
C 2.4033 -0.3568 -3.7502  0.000
C 3.5511 0.4367 -3.5445  0.000
C 3.4717 1.5497 -2.7569  0.000
C 2.2387 1.8745 -2.1641  0.000
N 1.1613 1.1422 -2.3007  0.000
C 1.2214 0.0266 -3.0702  0.000
C 0.0089 -0.7646 -3.1465  0.000
O -0.9981 -0.5007 -2.3842  0.002
H 1.1484 -3.0206 -5.4446  0.000
H 4.4824 0.1533 -4.0162  0.000
H 4.3370 2.1760 -2.5855  0.000
H 2.1434 2.7644 -1.5487  0.000

=====

2.
DFT (the ωB97M-V functional and the def2-TZVPD basis) results for a structure of composition C20H20ClN3O12Ru in a non-equilibrium geometry.

Calculated values
Expectation value of S² = 0.753
Multiplicity = 2
Kohn-Sham gap (alpha / beta) = 8.90 / 7.79 eV
Energy = -2396.6200 Ha
Largest force on an atom = 1.500 eV Å⁻¹
E_HOMO (alpha / beta) = -6.3 / -6.1 eV
ΔE to the lowest compared entry with this formula, charge and spin = 0.1 kcal/mol
Net charge = -1

Each line ends with the natural charge from an NBO analysis.
Atoms and positions in Å:
Ru -0.1100 -0.0338 0.0899  1.192
O 1.1605 -2.5480 -1.6156  -0.726
C 2.1915 -2.7530 -0.6905  -0.073
C 2.4388 -1.6200 0.2970  -0.249
N 1.2979 -1.1710 1.1390  -0.368
C 0.5807 -2.2966 1.7640  -0.355
C -0.5859 -2.7495 0.8683  0.794
O -0.9919 -3.8909 0.9263  -0.634
O -1.1107 -1.7955 0.1613  -0.700
C 1.8168 -0.1779 2.1117  -0.349
C 2.0223 1.1907 1.4424  0.776
O 2.8990 1.9389 1.8173  -0.628
O 1.1570 1.4589 0.5027  -0.668
H 1.2826 -1.6949 -2.0601  0.499
H 3.1616 -2.9105 -1.1836  0.164
H 1.9474 -3.6782 -0.1650  0.183
H 2.8071 -0.7336 -0.2232  0.226
H 3.2344 -1.9716 0.9681  0.189
H 0.1316 -1.9387 2.6900  0.235
H 1.2451 -3.1298 1.9954  0.209
H 2.7342 -0.5309 2.5855  0.205
H 1.0503 -0.0248 2.8695  0.251
O -1.1095 2.5234 -5.0839  -0.682
C -1.8819 3.0699 -4.1585  0.785
O -2.6679 3.9509 -4.4140  -0.604
C -1.7580 2.5432 -2.7728  -0.258
C -2.5527 2.9580 -1.7210  0.038
N -2.1902 2.2603 -0.6352  -0.290
N -1.1960 1.4234 -0.9201  -0.207
C -0.9182 1.5665 -2.2024  0.051
C 0.2021 0.7147 -2.7162  0.800
O 0.4709 0.7235 -3.9165  -0.657
O 0.8169 0.0326 -1.8207  -0.700
H -0.4884 1.8346 -4.7040  0.514
H -3.3209 3.7107 -1.6924  0.242
H -2.5294 2.3250 0.3238  0.458
C -3.6674 -0.9840 -2.2877  -0.620
C -4.5483 -1.7320 -1.3366  -0.033
C -5.4243 -2.7086 -1.7754  -0.210
C -6.2014 -3.4211 -0.8730  -0.054
Cl -7.2932 -4.6496 -1.4659  -0.033
C -6.1146 -3.1795 0.4788  -0.242
C -5.2450 -2.1952 0.9373  -0.232
C -4.4766 -1.4699 0.0389  0.305
O -3.6311 -0.4687 0.4108  -0.494
C -3.3453 -0.3775 1.7931  -0.170
C -2.2506 0.6744 2.0124  0.782
O -2.6029 1.7958 2.3605  -0.653
O -1.0062 0.3313 1.8775  -0.717
H -3.7850 -1.3615 -3.3029  0.211
H -2.6256 -1.1033 -1.9901  0.244
H -3.8972 0.0830 -2.2846  0.215
H -5.4909 -2.9307 -2.8326  0.220
H -6.7137 -3.7493 1.1753  0.220
H -5.1814 -2.0091 1.9992  0.213
H -3.0171 -1.3450 2.1856  0.197
H -4.2350 -0.0323 2.3245  0.187

=====

3.
DFT (the ωB97M-V functional and the def2-TZVPD basis) results for a cluster of 2 separate species, C4H12NO2 in total.

Calculated values
Multiplicity = 1
Kohn-Sham gap = 6.86 eV
Energy = -364.8230 Ha
Largest force on an atom = 0.401 eV Å⁻¹
E_HOMO = -2.9 eV
ΔE to the lowest compared entry with this formula, charge and spin = 20.4 kcal/mol
Net charge = -1

Each line ends with the natural charge from an NBO analysis.
Atoms and positions in Å:
C 1.0072 1.2423 1.1284  -0.647
C 0.6795 1.9586 -0.1959  -0.202
N 0.4130 1.1049 -1.3443  -0.670
C -0.6467 0.1097 -1.1294  -0.258
C -0.0442 -1.2220 -0.5591  -0.018
O 1.2393 -1.3984 -0.8998  -0.943
H 1.4475 1.9467 1.8444  0.179
H 0.1098 0.8130 1.5749  0.192
H 1.7079 0.4265 0.9462  0.240
H 1.5408 2.5814 -0.4558  0.169
H -0.1832 2.6163 -0.0306  0.156
H 1.2267 0.4767 -1.4613  0.397
H -1.4268 0.5093 -0.4674  0.142
H -1.1283 -0.0671 -2.0980  0.165
H -0.7240 -2.0425 -0.8939  0.086
H -0.1947 -1.1665 0.5622  0.028
H -1.4508 -1.6491 1.7540  0.483
H -2.5370 -0.6478 1.9911  0.461
O -2.2191 -1.4963 2.3301  -0.960

=====

4.
DFT (the ωB97M-V functional and the def2-TZVPD basis) results for a structure of composition C39H51InN6SbSi3 in a non-equilibrium geometry.

Calculated values
Multiplicity = 1
Kohn-Sham gap (alpha / beta) = 2.45 / 2.50 eV
Energy = -3143.6557 Ha
Largest force on an atom = 5.777 eV Å⁻¹
E_HOMO (alpha / beta) = -8.0 / -7.9 eV
ΔE to the lowest compared entry with this formula, charge and spin = 128.9 kcal/mol
Net charge = +1

Each line ends with the Mulliken charge.
Atoms and positions in Å:
In -0.7888 1.2201 -0.0376  1.045
C -3.7207 -2.1416 -4.2344  -0.582
C -3.0234 -2.5222 -3.0526  -0.959
C -2.5948 -1.5715 -2.1397  0.614
C -2.8765 -0.1675 -2.4110  -0.620
C -3.4804 0.1431 -3.6746  -0.200
C -3.8980 -0.8085 -4.5628  -0.818
N -2.6592 0.7827 -1.4353  0.490
C -3.3699 2.0261 -1.5861  0.064
C -4.7568 2.0543 -1.8508  -0.077
C -5.4485 3.2994 -1.8918  -0.850
C -4.7501 4.4639 -1.5847  -0.720
C -3.3861 4.4358 -1.3755  -0.482
C -2.6419 3.2397 -1.4382  -0.339
N -1.2708 3.1868 -1.1496  1.092
N -0.6498 4.3506 -1.2978  -1.151
C 0.5483 4.4552 -0.7811  0.210
C 1.0997 5.8258 -0.7317  -0.555
C 1.9096 6.0694 0.3506  -0.408
C 2.6699 5.0589 0.9749  -0.610
C 2.2657 3.7546 0.6416  -0.254
N 1.1432 3.4810 -0.0490  0.164
H -4.1521 -2.9313 -4.8625  0.395
H -2.8212 -3.5967 -2.8026  0.424
H -1.9764 -1.8386 -1.2904  0.760
H -3.6699 1.2257 -3.8633  0.446
H -4.3653 -0.5213 -5.4635  0.526
H -5.2074 1.0650 -1.9749  0.562
H -6.4635 3.2792 -2.2811  0.429
H -5.2991 5.4228 -1.5082  0.401
H -2.8367 5.3396 -1.0962  0.482
H 0.7608 6.6069 -1.4318  0.442
H 2.0289 7.0660 0.7056  0.471
H 3.5554 5.1918 1.5704  0.446
H 2.8654 2.8578 0.8709  0.388
C 0.2479 -2.3559 3.7013  -1.049
Sb 0.6925 -1.4802 1.6915  0.110
C -0.8908 0.1229 1.9890  0.589
C -0.7951 1.2245 2.9569  -0.645
C 0.3314 1.3798 3.8100  -0.737
C 0.2120 2.1554 4.9436  -0.562
C -1.0091 2.7855 5.1430  -0.498
C -2.0338 2.6911 4.2225  -0.693
N -1.8866 2.0083 3.1292  -0.005
Si -2.6492 -0.6956 2.0611  1.139
C -3.0388 -1.0957 3.8462  -1.180
C -4.1597 0.2899 1.4434  -0.867
C -2.6694 -2.2758 1.0693  -0.872
C 2.7598 -1.9803 -0.4636  1.283
C 2.3074 -0.8551 -1.1902  -0.740
C 2.9993 0.2806 -1.6582  -0.674
C 2.5150 0.8158 -2.8946  -1.154
C 1.2015 0.6874 -3.3817  -0.998
C 0.4612 -0.2307 -2.6334  -0.175
N 0.8955 -0.8458 -1.5211  0.882
Si 2.6314 -3.5919 -1.4073  0.009
C 1.9001 -4.8880 -0.2822  -0.718
C 4.2401 -4.0504 -2.1422  -0.974
C 1.4029 -3.3981 -2.8794  -0.847
Si 4.3069 -1.8907 0.6547  0.548
C 5.7761 -1.1435 -0.2788  -1.221
C 3.9943 -0.7829 2.1576  -0.710
C 4.8348 -3.4808 1.4769  -0.964
H -0.5239 -3.1382 3.6352  0.307
H -0.0767 -1.4389 4.3353  0.249
H 1.1541 -2.8348 4.1381  0.451
H 1.2250 0.7817 3.6045  0.385
H 0.9857 2.2742 5.6956  0.491
H -1.0699 3.3411 6.0765  0.408
H -2.9214 3.2783 4.3191  0.504
H -4.0461 -0.7108 4.1131  0.336
H -2.3166 -0.5894 4.4862  0.274
H -3.0017 -2.1948 3.9674  0.323
H -4.1138 1.3780 1.5785  0.241
H -5.0828 -0.0295 1.9810  0.517
H -4.3075 0.0118 0.3347  0.003
H -1.7180 -2.5088 0.5101  -0.101
H -3.4844 -2.2768 0.3152  0.232
H -2.8622 -3.1381 1.6980  0.558
H 3.9368 0.5549 -1.2139  0.515
H 3.2590 1.3588 -3.4528  0.414
H 0.8195 1.3434 -4.1193  0.657
H -0.5854 -0.4947 -2.9208  0.119
H 2.6800 -5.6234 0.0018  0.311
H 1.1166 -5.4583 -0.8178  0.377
H 1.4458 -4.4319 0.6598  0.011
H 5.1129 -4.0434 -1.4371  0.253
H 4.4091 -3.2781 -2.9085  0.284
H 4.2058 -5.0178 -2.6898  0.364
H 0.4533 -2.9264 -2.5831  -0.116
H 1.2163 -4.4310 -3.2694  0.446
H 1.8160 -2.8341 -3.7134  0.296
H 5.7729 -0.0276 -0.1865  0.336
H 5.6773 -1.3502 -1.3835  0.300
H 6.7613 -1.5600 0.0391  0.429
H 4.9316 -0.2376 2.3417  0.582
H 3.8012 -1.4357 3.0514  0.189
H 3.1836 -0.0792 2.0122  -0.327
H 5.1286 -4.2974 0.7773  0.317
H 3.9769 -3.8667 2.0599  0.240
H 5.7238 -3.2712 2.1458  0.320

=====

5.
DFT (the ωB97M-V functional and the def2-TZVPD basis) results for a cluster of 2 separate species, CH7N2O2P in total in a non-equilibrium geometry.

Calculated values
Multiplicity = 1
Structure (SMILES) = NP=O.CNO
Kohn-Sham gap = 9.52 eV
Energy = -643.5575 Ha
Largest force on an atom = 8.971 eV Å⁻¹
E_HOMO = -9.2 eV
ΔE to the lowest compared entry with this formula, charge and spin = 93.5 kcal/mol
Net charge = 0

Each line ends with the natural charge from an NBO analysis.
Atoms and positions in Å:
N 2.1788 -0.0180 -2.5498  -1.204
P 0.5782 0.3247 -2.9706  1.447
O 0.4686 0.8223 -4.2709  -1.039
H 2.9006 0.2414 -3.1436  0.393
H 2.5481 -0.7203 -1.9594  0.405
C -1.5383 0.4949 1.7069  -0.459
N -1.2384 -0.7856 2.4162  -0.325
O 0.2202 -0.8800 2.3092  -0.593
H -2.4321 0.9949 2.2176  0.207
H -1.7717 0.3560 0.6374  0.186
H -0.7358 1.1528 1.9069  0.203
H -1.7438 -1.6056 2.0032  0.343
H 0.5656 -0.3775 1.6971  0.437